(1)
104
Properties=species:S:1:pos:R:3:forces:R:3 method="wB97M-V/def2-TZVPD" lumo_energy_ev="3.95 / 3.95" total_charge=-2 multiplicity=5 e_homo_ev="-0.70 / -1.22"
Cr 0.03585 0.16921 -1.27935 -0.336 -0.545 -0.909
C 2.94362 2.44763 -1.13690 -0.112 0.002 -0.032
Si 1.19351 3.12567 -0.86558 -0.028 0.189 -0.191
C 0.53497 3.83747 -2.49322 0.097 -0.064 0.098
C 1.42107 4.63627 0.28208 -0.042 -0.082 -0.034
N 0.13965 1.90256 -0.28655 0.260 0.497 0.570
C -1.14936 2.37380 -0.01548 -0.008 0.170 -0.047
C -1.43518 3.32400 0.96391 -0.002 -0.131 -0.042
C -2.70100 3.90220 1.07285 -0.122 0.084 0.049
C -3.68275 3.54500 0.16495 -0.013 0.026 0.029
C -3.43702 2.53882 -0.76906 0.037 -0.050 0.017
C -2.21635 1.84786 -0.81254 -0.087 0.010 -0.108
N -1.94246 0.71725 -1.56060 -0.231 0.058 0.270
Si -3.11266 0.04298 -2.61194 -0.324 -0.290 -0.379
C -3.43541 1.18000 -4.10977 0.026 0.035 0.211
C -2.66435 -1.64856 -3.33252 0.110 0.184 0.082
C -4.82222 -0.32610 -1.81728 0.152 0.182 0.092
H 3.03624 2.07084 -2.15762 -0.014 -0.050 0.012
H 3.69864 3.22649 -0.99418 -0.047 0.049 -0.008
H 3.15918 1.62682 -0.45018 0.002 0.009 0.014
H 1.22056 4.53625 -2.98462 0.027 0.021 0.067
H -0.41628 4.35181 -2.32286 0.017 0.004 0.060
H 0.34680 3.00574 -3.17594 0.039 -0.020 -0.020
H 1.61278 4.34056 1.31517 0.007 0.025 -0.001
H 0.52587 5.26185 0.27512 -0.006 -0.010 0.013
H 2.26455 5.24715 -0.05804 0.000 -0.030 -0.065
H -0.64363 3.61181 1.64764 0.008 0.009 -0.037
H -2.90401 4.63807 1.84477 0.031 0.018 -0.026
H -4.65022 4.03779 0.17584 -0.003 -0.020 0.027
H -4.21579 2.27899 -1.47471 -0.015 0.010 0.037
H -2.47733 1.61263 -4.41231 0.005 -0.031 -0.011
H -4.11122 2.00818 -3.87671 0.022 0.000 0.016
H -3.84741 0.63915 -4.96660 -0.029 -0.070 0.051
H -2.14109 -1.54551 -4.28716 0.078 -0.026 0.037
H -3.56883 -2.23934 -3.50860 -0.086 0.128 -0.030
H -2.01158 -2.20998 -2.66522 -0.018 -0.010 -0.010
H -5.18569 0.46938 -1.16553 -0.030 -0.023 -0.012
H -4.78711 -1.24239 -1.22035 0.079 -0.034 -0.042
H -5.55744 -0.47557 -2.61509 0.008 -0.034 -0.017
Br 2.61889 -1.48536 -7.77335 0.010 0.030 0.027
C 1.84354 -1.56548 -6.04051 -0.016 -0.176 0.095
C 1.62998 -2.78191 -5.42359 0.129 0.022 -0.194
Br 2.19556 -4.39790 -6.25429 -0.047 0.007 0.021
C 1.03320 -2.81271 -4.14740 -0.088 0.086 0.086
Br 0.62770 -4.47552 -3.31443 0.001 -0.022 0.090
C 0.65987 -1.66267 -3.44809 -0.043 -0.211 -0.014
O 0.10522 -1.67438 -2.28077 0.093 -0.001 -0.016
C 0.92493 -0.37307 -4.08129 -0.076 0.251 -0.033
O 0.64064 0.69364 -3.43983 0.217 -0.219 0.014
C 1.48302 -0.38632 -5.36832 0.036 0.079 -0.105
Br 1.76205 1.32318 -6.15354 -0.003 -0.029 0.064
C 0.48002 -3.45650 3.55810 -0.018 0.068 -0.069
C 0.84899 -1.98616 3.76600 0.045 0.218 -0.181
C 2.34668 -1.81054 3.46649 -0.055 0.033 -0.010
C 0.61357 -1.59770 5.22458 -0.015 -0.041 -0.039
P -0.02162 -0.90552 2.42763 -0.394 -0.416 0.497
C 0.28193 0.73657 3.17484 0.116 0.248 -0.018
C -0.43537 1.38549 4.18158 0.009 -0.073 -0.091
C -0.00050 2.59495 4.69929 0.000 0.124 0.136
C 1.17476 3.17692 4.24509 0.029 -0.136 -0.132
C 1.89049 2.55330 3.23107 0.046 0.160 0.201
C 1.43066 1.36666 2.68630 -0.062 -0.158 -0.093
C -1.88543 -1.25467 2.55945 0.096 0.063 -0.109
C -2.51428 -1.56115 3.91960 0.039 0.039 -0.040
C -2.12509 -2.44484 1.61467 0.080 0.006 0.007
C -2.57804 -0.04433 1.92345 0.133 -0.007 0.019
H 1.19105 -4.09686 4.09180 0.005 0.009 0.015
H 0.50729 -3.72470 2.50121 0.038 -0.067 -0.005
H -0.51750 -3.67835 3.93816 0.014 -0.024 -0.033
H 2.93524 -2.51847 4.06171 -0.019 0.005 0.023
H 2.67293 -0.80082 3.72219 0.028 -0.001 -0.021
H 2.56625 -1.97582 2.41017 0.042 -0.012 0.046
H 1.25214 -2.21259 5.87121 -0.018 -0.022 0.005
H -0.42177 -1.75304 5.52870 0.030 0.022 0.019
H 0.87232 -0.55334 5.39808 -0.001 0.003 0.038
H -1.34813 0.95819 4.57094 -0.011 -0.043 -0.013
H -0.57860 3.08670 5.47364 -0.025 -0.018 -0.021
H 1.51763 4.11691 4.65979 -0.006 0.011 -0.001
H 2.79915 3.00569 2.85291 -0.029 -0.008 -0.052
H 1.95148 0.91634 1.84847 0.002 0.013 0.002
H -2.16200 -2.50553 4.33721 -0.007 0.022 0.018
H -3.59908 -1.64237 3.79002 -0.002 -0.024 -0.011
H -2.33358 -0.77550 4.65199 -0.022 -0.010 0.027
H -1.70628 -3.37366 2.00773 -0.037 0.002 -0.047
H -1.67625 -2.24556 0.63799 -0.051 -0.042 -0.020
H -3.19959 -2.59068 1.46562 -0.015 0.014 0.038
H -2.45315 0.87177 2.49935 -0.018 0.043 -0.004
H -3.64984 -0.24192 1.82021 0.002 -0.044 -0.011
H -2.17598 0.13404 0.92541 -0.071 0.029 -0.022
C 4.13179 -3.31752 -1.03984 0.048 -0.063 -0.022
N 3.08198 -2.45314 -0.54274 -0.147 -0.010 -0.380
C 1.96310 -3.15398 0.07884 0.041 0.047 0.180
C 2.82302 -1.25699 -1.15182 0.196 -0.318 -0.048
C 3.67747 -0.84886 -2.32109 0.075 0.101 -0.121
O 1.91247 -0.54464 -0.76032 0.245 0.173 0.522
H 3.81793 -3.89638 -1.91723 -0.025 0.041 0.007
H 4.39834 -4.01959 -0.24829 0.021 0.003 0.003
H 5.01740 -2.73680 -1.29043 -0.009 -0.054 -0.002
H 1.45696 -3.78818 -0.65032 -0.020 0.026 -0.070
H 1.25662 -2.42389 0.46303 -0.020 -0.016 -0.005
H 2.33460 -3.77740 0.89586 0.037 0.057 0.029
H 3.86847 -1.69141 -2.98569 -0.028 0.037 -0.032
H 4.63423 -0.43222 -1.99769 0.001 -0.021 0.086
H 3.13370 -0.08018 -2.86534 0.037 0.006 0.040

***

(2)
108
Properties=species:S:1:pos:R:3:forces:R:3 method="wB97M-V/def2-TZVPD" lumo_energy_ev=3.74 total_charge=-2 e_homo_ev=-2.34
Cs -0.35284 0.62806 0.96412 -1.249 -1.652 0.621
Br -1.52369 2.60078 4.59742 -0.036 -0.036 -0.042
C -1.91033 3.53427 2.97244 0.114 0.005 -0.017
C -2.99758 4.38675 2.93450 -0.003 0.005 0.050
C -3.23037 5.04287 1.73979 -0.028 0.006 -0.025
C -2.38138 4.82806 0.66897 0.015 0.007 0.068
C -1.32292 3.94436 0.82036 0.018 0.164 0.038
N -1.09301 3.29979 1.97391 -0.189 0.403 -0.012
C -0.35913 3.70604 -0.35286 0.077 0.124 0.028
O -0.37654 4.55969 -1.24991 -0.048 0.028 -0.071
O 0.34856 2.66945 -0.26931 0.406 1.792 -0.848
H -3.64467 4.49638 3.79112 0.001 -0.001 0.003
H -4.08532 5.70091 1.64462 0.000 0.004 -0.001
H -2.50504 5.31642 -0.28592 0.000 0.003 -0.004
S 1.58379 -1.49274 2.36531 0.073 -0.370 0.394
C 0.63841 -1.61441 3.82131 -0.031 -0.171 -0.246
N 1.11072 -1.62719 5.02478 0.015 -0.029 0.166
N 2.44954 -1.47797 5.11392 0.009 0.038 0.214
C 3.07487 -1.52814 6.32790 0.011 -0.004 -0.186
C 2.37376 -1.75329 7.52053 0.013 0.016 0.061
C 3.05825 -1.80291 8.72321 -0.011 -0.002 0.001
C 4.43739 -1.63784 8.78422 -0.013 -0.003 -0.010
C 5.12994 -1.41323 7.59867 0.000 0.013 -0.030
C 4.46649 -1.35524 6.38715 0.043 -0.014 0.073
N -0.79127 -1.79484 3.89550 0.196 0.086 0.031
N -1.41505 -1.59838 2.84774 -0.025 -0.212 0.060
C -2.83517 -1.79450 2.96001 0.293 0.027 -0.204
C -3.53399 -1.72885 1.76225 -0.069 -0.033 -0.002
C -4.91081 -1.91300 1.76074 0.084 0.019 0.083
C -5.57644 -2.15120 2.95331 -0.026 -0.001 -0.016
C -4.86769 -2.20441 4.15069 0.012 0.002 0.018
C -3.49512 -2.02653 4.16085 -0.078 -0.013 0.083
H 2.95473 -1.37174 4.23562 -0.004 0.004 -0.037
H 1.30260 -1.88100 7.47223 -0.001 -0.005 0.004
H 2.49789 -1.97638 9.63531 0.001 0.000 0.002
H 4.95993 -1.68032 9.73132 0.001 0.001 0.002
H 6.20532 -1.27638 7.61694 0.001 -0.001 0.003
H 5.01339 -1.17355 5.46952 0.004 -0.004 -0.007
H -3.00811 -1.52564 0.83312 0.011 0.016 -0.007
H -5.44514 -1.83875 0.82451 -0.048 0.008 -0.043
H -6.65283 -2.27818 2.95680 -0.001 -0.005 0.003
H -5.39234 -2.37712 5.08341 -0.010 0.001 -0.006
H -2.92244 -2.05836 5.07812 -0.010 0.002 -0.019
C -6.26500 -1.43658 -3.10756 0.027 0.026 -0.038
C -6.06988 -0.70191 -1.79249 -0.028 0.074 0.127
N -4.69343 -0.46785 -1.44699 0.329 -0.338 -0.192
C -3.68912 -1.19721 -1.95062 0.022 0.009 -0.256
N -2.45981 -0.96511 -1.56223 -0.178 -0.007 0.200
C -1.35605 -1.75722 -2.05225 0.010 -0.047 0.027
C -1.63540 -2.53858 -3.32840 0.016 0.010 -0.011
C -2.98460 -3.19977 -3.16878 -0.006 -0.004 0.012
N -3.97708 -2.16977 -2.96014 -0.027 -0.039 0.060
C -5.33901 -2.63130 -3.08811 0.012 -0.017 0.013
H -5.98910 -0.79208 -3.94710 -0.006 -0.008 0.001
H -7.30630 -1.74951 -3.23449 0.006 0.014 0.016
H -6.59250 -1.29060 -1.01263 0.025 0.007 0.016
H -6.59944 0.25960 -1.82341 0.028 0.008 0.018
H -4.33696 0.49003 -0.36367 -0.444 -0.094 -0.336
H -1.03109 -2.47238 -1.27688 -0.007 0.012 0.015
H -0.49188 -1.10186 -2.21137 -0.003 0.033 -0.011
H -0.85104 -3.27689 -3.51651 0.011 0.001 0.010
H -1.68491 -1.85954 -4.18433 0.012 0.001 -0.015
H -2.95480 -3.91430 -2.32654 0.000 -0.002 -0.015
H -3.26788 -3.76568 -4.06314 0.010 0.010 -0.001
H -5.62715 -3.30773 -2.26145 -0.001 0.001 -0.008
H -5.41184 -3.21128 -4.01479 0.003 0.004 0.005
C 2.86922 1.34817 -5.36173 0.043 0.014 -0.084
Si 1.49905 1.65393 -4.11216 -0.097 0.021 0.170
C 1.19392 3.49698 -4.03757 0.051 0.071 0.039
C -0.02876 0.77396 -4.74446 -0.090 -0.013 -0.022
Sb 1.92520 0.74191 -1.77081 0.597 -0.216 -0.489
Si 3.37412 -1.28128 -2.42994 -0.106 0.053 0.169
C 4.19847 -1.88504 -0.85055 0.023 -0.035 0.020
C 2.16224 -2.61667 -2.96182 -0.019 -0.084 -0.016
C 4.72158 -1.25124 -3.75456 0.028 0.013 -0.045
Si 3.82960 2.31181 -1.13442 -0.060 -0.101 0.083
C 5.16917 2.52766 -2.44092 0.055 0.059 -0.043
C 4.65828 1.59980 0.39861 0.006 -0.025 0.036
C 3.19089 4.01866 -0.74032 -0.004 0.078 0.006
H 2.59590 1.83998 -6.30193 0.035 -0.009 -0.013
H 3.00476 0.28588 -5.55971 -0.015 -0.053 -0.028
H 3.82627 1.75095 -5.02821 0.017 0.020 0.012
H 0.56004 3.79570 -4.87858 0.017 0.039 -0.008
H 2.13942 4.04221 -4.11647 0.011 0.000 -0.016
H 0.70943 3.80857 -3.10735 -0.080 -0.027 -0.026
H -0.29589 1.14571 -5.73913 -0.029 -0.025 0.001
H -0.87840 0.92893 -4.07502 0.002 0.009 0.001
H 0.13710 -0.30369 -4.81313 0.012 -0.017 -0.015
H 3.51578 -1.84364 0.00140 -0.012 -0.017 0.000
H 5.07774 -1.28859 -0.59812 0.005 0.003 -0.011
H 4.51933 -2.92446 -0.97657 0.024 0.005 0.019
H 1.43372 -2.80338 -2.16987 0.003 -0.013 0.010
H 2.69508 -3.55098 -3.16854 -0.033 -0.012 -0.007
H 1.60540 -2.33375 -3.85819 0.009 0.013 -0.026
H 5.34065 -0.35541 -3.73199 0.030 0.008 0.021
H 4.29768 -1.33581 -4.75565 -0.004 -0.005 -0.026
H 5.36969 -2.11787 -3.58733 0.014 -0.001 -0.035
H 5.51737 1.58024 -2.85013 0.024 -0.030 0.015
H 6.02355 3.03736 -1.98266 0.013 0.018 -0.039
H 4.81192 3.14513 -3.26792 -0.005 0.000 -0.017
H 5.42477 0.87001 0.12907 0.004 -0.001 0.005
H 3.94428 1.09768 1.05482 -0.017 0.024 0.013
H 5.13621 2.40229 0.96846 0.032 -0.012 -0.002
H 2.75920 4.50287 -1.61792 -0.006 0.005 0.006
H 4.02282 4.62706 -0.36821 -0.023 0.039 -0.018
H 2.40557 3.97645 0.01190 0.003 -0.013 0.046
N -4.45758 1.99327 1.44071 -0.083 0.117 0.098
C -4.36686 1.28449 0.53653 0.299 0.224 0.407

***

(3)
97
Properties=species:S:1:pos:R:3:forces:R:3 method="wB97M-V/def2-TZVPD" lumo_energy_ev="-6.81 / -6.79" total_charge=+2 multiplicity=3 e_homo_ev="-14.02 / -13.26"
V 0.28731 -0.07474 -1.02340 -0.178 0.131 0.423
C 4.11999 1.47858 -2.06172 -0.195 -0.778 -0.501
C 3.94754 1.16596 -0.58504 -0.884 0.062 0.305
C 3.59000 2.37074 0.28337 -0.266 0.087 0.339
P 2.68952 -0.18733 -0.20873 1.160 0.440 0.036
C 3.36601 -1.64052 -1.13674 -0.785 -0.136 0.004
C 3.09733 -2.92133 -0.35141 -0.553 -0.401 0.185
C 2.64158 -1.62924 -2.48590 -0.195 0.105 -0.343
C 2.97436 -0.55054 1.55535 -0.697 0.154 -0.935
C 4.22528 -0.83773 2.06163 -0.132 -0.052 0.485
C 4.30380 -1.23684 3.38048 0.326 0.010 0.800
C 3.16123 -1.36030 4.18965 -0.243 0.010 -0.792
C 1.89793 -1.10771 3.64208 0.905 -0.110 -0.185
C 1.81225 -0.67159 2.30921 -0.206 -0.252 0.429
Si 0.23574 -0.05731 1.51266 0.132 0.420 -0.228
C 0.11599 1.74946 2.07775 -0.087 0.207 -1.255
C 0.70167 2.20477 3.23911 -0.152 1.432 0.390
C 0.69560 3.58461 3.54490 -0.145 -0.793 -0.385
C 0.11286 4.49508 2.67203 0.280 0.005 0.624
C -0.46344 4.06319 1.49511 -0.079 0.119 -0.295
C -0.43593 2.70951 1.18233 -0.169 -0.399 0.008
P -1.16729 2.02541 -0.33128 -0.440 -0.473 -0.028
C -3.02782 2.08910 -0.12405 0.147 -0.047 0.115
C -3.54654 1.10992 0.93665 0.159 0.149 -0.126
C -3.51436 3.48392 0.26836 -0.222 0.465 0.033
C -0.79414 3.01847 -1.85366 -0.456 -0.449 0.389
C -1.40590 4.38715 -2.10564 -0.208 0.367 0.190
C 0.70204 3.06397 -1.95104 1.381 0.272 0.192
C -1.18923 -1.06668 2.12020 -0.128 -0.382 -0.229
C -1.59577 -0.93918 3.45578 -0.248 -0.515 -0.854
C -2.57854 -1.78230 3.94442 -0.014 -0.320 -0.368
C -3.11485 -2.76595 3.10900 -0.343 0.192 0.131
C -2.76940 -2.86388 1.76578 -0.124 -0.150 0.144
C -1.78711 -2.02223 1.25968 0.002 0.573 0.527
P -1.30070 -2.03738 -0.48224 0.611 0.047 -0.533
C -1.00009 -3.82196 -0.97311 -0.444 0.106 -0.144
C -2.28402 -4.64535 -1.24916 0.051 0.198 0.662
C -0.07349 -3.94131 -2.17712 0.718 -0.108 0.074
C -2.65277 -1.33847 -1.56785 0.339 0.238 0.483
C -4.07157 -1.79612 -1.24884 -0.023 0.625 0.164
C -2.26394 -1.48776 -3.03341 -0.216 -0.087 0.065
H 4.82976 2.27533 -2.20510 0.261 0.422 0.063
H 3.19188 1.76567 -2.56988 0.084 0.055 0.182
H 4.51998 0.61669 -2.61897 -0.093 0.221 0.217
H 4.88136 0.78470 -0.18780 0.287 -0.320 -0.068
H 2.52769 2.64155 0.24007 0.166 0.054 -0.170
H 4.19559 3.24132 0.04545 0.013 0.082 -0.218
H 3.78712 2.14510 1.32924 0.001 -0.057 0.128
H 4.42978 -1.47360 -1.26922 0.252 -0.087 -0.076
H 2.03243 -3.00166 -0.03040 0.520 0.172 -0.227
H 3.68454 -2.96339 0.56203 0.074 -0.045 -0.013
H 3.31012 -3.82202 -0.93753 0.087 0.211 -0.030
H 1.53604 -1.67383 -2.33295 0.325 -0.067 -0.083
H 2.87776 -2.47369 -3.14830 -0.005 0.001 0.366
H 2.84377 -0.73483 -3.07959 0.030 -0.021 0.206
H 5.11744 -0.76900 1.46365 0.204 -0.001 -0.136
H 5.29206 -1.44040 3.79225 -0.294 -0.043 0.042
H 3.23825 -1.68730 5.21684 0.135 -0.010 0.011
H 1.01593 -1.29386 4.24157 -0.047 0.159 -0.016
H 1.17363 1.53225 3.92782 0.181 -0.294 0.224
H 1.14817 3.91956 4.46313 0.074 0.108 0.123
H 0.10516 5.54842 2.91662 0.024 0.018 0.022
H -0.91713 4.81398 0.84758 0.101 -0.356 0.024
H -3.43195 1.79463 -1.10762 0.127 0.195 0.148
H -3.20761 1.40022 1.92624 0.154 0.106 0.181
H -3.20070 0.10210 0.76786 -0.048 -0.313 -0.036
H -4.63754 1.12036 0.96796 0.036 0.008 -0.152
H -3.20312 3.73596 1.29563 -0.147 -0.157 -0.368
H -4.60860 3.47622 0.23612 0.089 -0.011 0.165
H -3.21163 4.30392 -0.38845 0.067 -0.302 0.171
H -1.14056 2.33767 -2.64087 -0.192 0.024 -0.035
H -1.19701 5.09773 -1.30510 0.234 -0.027 -0.027
H -2.49230 4.40516 -2.22450 0.233 -0.340 -0.176
H -0.96041 4.77651 -3.01738 -0.030 0.156 -0.134
H 1.17212 3.69635 -1.17454 -0.328 -0.128 -0.358
H 1.02203 3.43152 -2.92514 0.019 0.179 -0.060
H 1.23619 2.09346 -1.83786 -0.379 -0.028 0.075
H -1.14836 -0.19327 4.08523 0.073 0.298 0.221
H -2.93395 -1.67286 4.95770 -0.001 -0.130 0.108
H -3.86911 -3.42788 3.50543 -0.097 -0.077 0.028
H -3.28209 -3.57062 1.11027 0.178 0.166 0.479
H -0.48933 -4.24454 -0.10099 -0.112 0.050 0.021
H -2.73060 -4.45102 -2.22073 0.224 0.062 -0.181
H -3.06773 -4.45960 -0.51426 0.118 -0.153 -0.058
H -2.03021 -5.70293 -1.18267 -0.013 -0.015 -0.136
H -0.42280 -3.37533 -3.03273 -0.052 0.051 -0.145
H -0.00187 -4.98260 -2.48769 -0.160 -0.116 0.002
H 0.95929 -3.64455 -1.95777 -0.359 0.036 0.030
H -2.56786 -0.26109 -1.33668 -0.214 -0.242 0.083
H -4.24418 -2.84003 -1.49183 -0.056 0.038 -0.131
H -4.77961 -1.15489 -1.78837 0.041 -0.293 -0.039
H -4.26960 -1.64065 -0.18706 -0.111 -0.136 -0.027
H -2.50517 -2.48091 -3.36843 -0.027 -0.476 -0.273
H -1.20507 -1.32605 -3.23291 0.133 0.103 0.011
H -2.82961 -0.79921 -3.65277 -0.100 0.184 -0.063
I 0.67486 0.77624 -4.55596 -0.041 0.142 -0.140
I 0.14158 -0.48708 -6.84176 -0.015 -0.024 0.249